The following is a quantum chemistry calculation of C2H6O2S2 in the gas phase in a non-equilibrium geometry, from the Open Molecules 2025 dataset.

```
12
Properties=species:S:1:pos:R:3:forces:R:3:lowdin_charge:R:1
O 1.298163 1.837612 0.288922 0.4 -1.0 -0.8 -0.4876
O 1.424380 -1.314809 0.020850 1.9 0.2 -0.7 -0.7272
H -0.615022 -0.332555 -1.087855 -1.3 -1.0 -0.1 0.0374
C 0.162510 0.287960 -1.419593 0.5 0.1 -1.6 -0.1823
H -0.206424 1.289863 -1.552723 -0.1 0.3 -0.4 0.0697
S 1.131451 0.378887 0.014294 0.0 2.1 2.5 0.4225
H -1.032429 0.174903 0.964463 0.8 0.0 0.7 0.0780
S 3.004285 -0.412155 -0.233316 -1.3 -1.0 0.1 0.6964
H 0.630632 -0.149449 -2.336472 -0.1 0.5 1.1 0.1031
C -0.016213 0.083427 1.424939 -0.4 2.5 -0.3 -0.1234
H 0.179574 -0.878097 1.764580 0.0 -1.7 0.8 0.0179
H 0.181794 0.888639 2.212902 -0.4 -1.2 -1.3 0.0956
```
Forces are in eV/Å.

Calculated values
- Kohn-Sham gap: 8.7535 eV
- SMILES string: CS1(C)(=O)OS1
- Relative energy (zero: lowest compared OMol25 entry of this formula, charge and spin): 107.7 kcal/mol
- Total charge: 0
- F_max: 0.0634 hartree/bohr

The following is a quantum chemistry calculation of a 11-piece molecular cluster, C33H67N22O15 overall in a non-equilibrium geometry, from the Open Molecules 2025 dataset.

```
137
Properties=species:S:1:pos:R:3:forces:R:3:lowdin_charge:R:1
C -7.304815 -1.558550 -15.359604 0.2 -0.1 0.1 -0.6805
H -5.831510 3.203623 2.661383 0.0 -0.1 -0.1 0.0990
H 2.202627 3.259456 3.852236 1.2 -1.5 -0.5 0.1118
C -1.105043 -6.783054 1.716857 -0.2 -0.6 -0.2 -0.6929
O 3.344969 -3.766454 -1.366505 -0.7 3.4 2.7 0.0125
H -4.054434 -0.186763 0.440852 1.2 0.4 0.5 0.1279
H -2.336955 -1.401601 -6.032875 0.1 1.8 0.3 0.0911
H -3.752358 3.049057 -10.211375 0.0 -0.1 0.1 0.0976
C -1.791551 0.689450 0.539971 -0.5 -0.3 0.2 -0.0692
C 3.131752 -2.827186 -0.567037 0.0 -2.7 -1.6 -0.1494
N 0.075400 -7.336621 2.085789 0.5 -0.5 0.0 0.1576
H -1.812782 0.796545 -0.598236 0.2 -0.3 1.5 0.1240
C -0.225736 2.153654 2.929883 -1.6 0.7 3.2 -0.3601
H -6.293482 -2.176941 -12.579856 -0.3 0.0 -0.1 0.0823
N 6.137177 -4.790141 -0.871336 -0.5 -0.2 -0.4 0.1675
H 1.621361 1.113213 4.790004 1.3 -0.4 -1.4 0.1103
C 8.527363 6.255238 13.538046 -0.3 0.2 0.1 -0.7003
N -4.408831 0.830856 -9.235350 0.1 -0.1 0.3 0.1630
N 4.159956 4.921912 9.222605 -0.6 -0.4 -0.5 0.1538
C 5.190304 4.881299 10.101589 0.2 0.0 0.2 -0.6974
H 8.126803 -3.275423 1.110833 0.0 -0.2 -0.1 0.1084
C 3.333555 -2.416021 4.149768 -0.1 -3.5 -0.5 -0.1596
N -7.065283 -2.174387 -11.931291 0.4 0.0 0.1 0.1621
O -3.092393 1.491878 -7.515482 -0.2 0.6 -0.4 -0.0355
C -3.784240 -4.813003 -1.804177 0.1 -0.5 -0.4 -0.7027
N -3.393066 -4.962878 -0.513082 0.6 -0.2 0.6 0.1548
H -1.972757 1.755651 0.955651 0.5 -1.7 -0.6 0.1304
H 4.532947 3.039553 2.126214 -1.7 -0.8 -0.1 0.1213
N 1.459999 1.591580 8.403028 -0.7 0.1 -0.2 0.1636
O -0.324772 3.327100 2.144308 1.1 -2.2 1.0 0.0392
N 1.412187 -1.805098 1.050101 -1.3 2.4 1.4 0.0115
C -2.133710 -0.283657 -5.835459 1.4 -0.5 0.9 -0.1043
O 6.028017 -2.678001 -0.064023 -0.2 0.2 0.3 -0.0068
C -1.364515 -1.087017 -3.278580 2.3 2.2 0.4 0.0217
N 9.660436 6.552989 14.219910 0.4 0.4 0.5 0.1495
C -3.074481 -0.181014 1.028431 1.6 -2.1 2.9 -0.1713
C 0.877168 1.026813 -3.378493 -2.9 -2.3 -0.1 -0.0603
N -6.799965 -0.502851 -16.042041 0.5 0.4 -0.2 0.1559
O 2.935985 1.415166 6.694392 0.0 0.0 0.0 0.0049
H 1.469325 0.262486 -1.279166 -1.4 -0.4 -1.4 0.0799
H 0.109663 4.048369 2.659438 -0.5 -0.5 -0.3 0.1274
H 3.881985 2.605196 4.275641 -1.7 -0.4 -0.9 0.1203
H -9.209947 -1.208767 -16.139741 0.1 0.0 0.0 0.0973
H 4.170563 -0.760523 2.917655 -0.9 -1.2 -0.4 0.1221
N -8.629723 -1.774021 -15.546936 -0.6 -0.4 0.1 0.1554
H -1.766707 -1.972233 -0.433283 1.9 0.3 -0.3 0.1190
H -7.762675 -2.892058 -12.003319 0.1 0.1 0.0 0.0994
H -5.140334 1.693306 2.168662 -0.2 0.2 0.1 0.0920
C 2.963766 2.428258 3.594054 0.5 0.0 0.0 -0.1640
H -4.825153 0.989554 -10.135937 -0.1 -0.3 0.1 0.0655
C -0.410509 0.067540 1.086546 1.9 -0.2 1.3 -0.0039
N -4.460530 -3.663351 -2.063203 -0.3 0.7 -0.5 0.1464
O -6.618896 -2.261850 -14.631712 0.0 -0.1 -0.3 0.0029
H -7.011743 3.985227 -0.557332 0.0 0.0 0.2 0.1120
C 2.397135 0.970776 3.944313 -0.5 -0.2 0.5 -0.1715
N -1.217556 -5.455972 1.976510 -0.2 0.9 -0.1 0.1544
H 3.248868 0.369356 4.424648 -1.5 0.7 -1.0 0.0918
O -1.999577 -7.425970 1.190974 0.0 0.3 -0.1 0.0356
H -7.345466 0.086475 -16.644166 0.0 -0.1 0.1 0.0973
H 9.601185 7.282317 14.911880 0.0 -0.1 -0.1 0.1091
N -8.152924 -1.230655 -10.161594 -0.4 0.4 0.7 0.1494
H -8.871000 -1.930642 -10.199929 0.1 0.0 0.0 0.0950
C -0.643673 -1.903909 -0.700959 0.5 0.6 -1.0 -0.0845
H -9.042350 -2.550325 -15.056389 0.1 0.2 -0.1 0.1063
C 0.182221 -1.262687 0.490480 -0.3 2.3 2.2 -0.0360
C 3.439194 2.661290 2.078789 0.9 1.0 0.7 -0.2517
C 0.703077 0.097728 -2.122940 -1.8 -0.2 -2.2 -0.0532
H -0.332370 -2.953213 -1.014861 -0.3 1.3 0.8 0.1184
H 0.698787 1.612036 7.743349 0.1 0.0 0.2 0.1092
C 2.712596 1.485111 7.897997 0.1 -0.1 0.1 -0.6813
H 3.288469 -1.860953 5.163336 0.1 -0.3 -1.7 0.1463
O -5.792460 1.857175 -0.219376 0.2 -0.1 0.1 0.0085
H 3.718129 5.769738 8.916953 0.1 -0.1 0.1 0.0974
C 0.304678 0.812321 2.236960 1.5 -2.9 -1.7 0.0754
H -2.200852 -1.868992 -3.228787 1.3 1.3 -0.3 0.0925
C -6.032153 2.687912 0.646333 0.0 -0.1 -0.3 -0.6979
H 5.283396 -4.636407 -1.387112 0.1 0.0 0.0 0.0772
H 3.292019 4.512846 1.159118 -0.8 -0.5 -0.2 0.0709
H 3.536030 1.518520 9.815923 0.1 0.0 0.0 0.1073
H 4.644224 1.384178 8.489226 -0.1 0.1 0.2 0.1162
C 1.981850 -3.083183 0.545364 1.1 -1.2 -1.0 -0.0779
H 5.186397 6.960454 10.276469 0.0 -0.1 0.1 0.1031
H 1.949675 3.504399 0.825664 0.7 0.4 0.3 0.0623
O 7.467703 6.831639 13.735052 0.0 0.0 -0.2 0.0180
H 0.195898 -8.320938 1.908512 0.0 0.2 0.0 0.1139
N -5.644169 2.533821 1.937367 0.4 -0.3 0.6 0.1541
H -2.886867 -5.806831 -0.279891 -0.2 -0.1 0.1 0.0772
N -3.356823 2.851831 -9.310153 0.4 0.8 -0.1 0.1501
C -0.070222 0.935262 -4.603342 0.0 -2.8 4.1 -0.0119
H 1.222761 -3.781617 0.048724 0.9 1.4 0.8 0.1358
H -6.913576 4.528225 1.085536 0.0 -0.1 0.0 0.0987
O -2.954798 -0.904498 2.067592 -0.6 2.7 -4.0 -0.0231
H 10.539476 6.091502 14.072665 -0.1 0.0 0.0 0.0953
H -3.082218 0.336092 -5.725695 1.4 -1.1 -0.1 0.0767
H -4.666408 -2.966832 -1.370156 -0.1 -0.1 0.0 0.0863
C 6.601306 -3.760853 -0.126631 0.0 -0.2 -0.1 -0.6810
H 8.234281 -4.896286 0.507479 -0.1 0.1 0.0 0.1006
O -6.229630 -0.321428 -10.939445 -0.1 0.1 0.0 0.0007
O -3.547585 -5.643902 -2.664000 0.0 0.2 0.1 0.0389
H 6.591602 -5.682933 -0.935740 0.0 0.1 0.0 0.1044
H 0.074705 1.631639 -5.497365 -0.4 -1.3 1.4 0.1057
N 7.749335 -4.018121 0.545025 0.5 0.3 0.5 0.1562
H 3.828689 4.039985 8.863360 0.1 0.2 0.0 0.0760
N 3.697733 1.462295 8.825932 0.5 0.0 0.0 0.1646
O 5.711163 3.832987 10.457913 0.1 -0.1 0.0 0.0061
C 1.638290 0.219501 2.765331 -1.6 -1.5 -2.3 -0.0062
C 2.136936 -1.125563 2.120244 -1.2 2.6 0.9 -0.0110
H -8.208742 -0.511243 -9.459070 0.0 -0.1 -0.1 0.1058
N 8.659732 5.267932 12.619129 -0.2 -0.4 -0.6 0.1567
C 3.527960 -1.683751 2.728100 -0.5 0.7 0.0 -0.0655
H 2.481969 -3.725128 1.368974 -0.9 1.4 -1.0 0.1485
O -0.580393 2.177258 4.142488 1.8 -0.5 -5.0 0.0843
H -3.578479 -4.290287 0.209095 -0.2 0.0 -0.1 0.0830
H 3.459486 1.732330 1.416434 -0.3 1.1 0.9 0.1061
N 2.640541 3.808091 1.522792 0.6 -0.7 -0.2 -0.0295
C -7.093395 -1.187949 -11.008004 0.1 -0.4 -0.3 -0.6741
N -6.706376 3.834178 0.390595 -0.3 0.4 -0.4 0.1551
H 0.822363 -6.824856 2.519357 -0.1 -0.1 0.0 0.0932
H 4.094866 -2.365011 2.008713 -0.9 0.9 1.1 0.1106
H 1.705852 1.806831 -3.367696 -1.2 -1.3 0.0 0.0838
H -2.750368 3.532551 -8.882980 -0.1 -0.1 -0.1 0.1034
H -1.535458 0.149508 -6.718965 -1.1 -0.8 1.5 0.0758
H 1.255806 1.650089 9.384416 0.1 0.0 -0.1 0.1034
C -3.588962 1.709300 -8.617295 -0.3 -0.4 0.0 -0.6671
C -1.194066 -0.167620 -4.539403 1.7 0.6 1.8 -0.1653
H -2.081589 -5.011369 1.716494 0.2 -0.1 0.2 0.0798
H 6.362604 6.099903 11.211163 -0.3 0.3 0.0 0.0762
H 7.837856 5.018192 12.093026 0.2 -0.3 0.1 0.0783
H -5.817932 -0.310367 -15.928583 -0.2 0.0 0.0 0.1109
N 5.598688 6.088689 10.554850 0.4 0.3 0.2 0.1696
H -0.496614 -4.905987 2.407308 -0.1 -0.1 0.1 0.0893
H 9.518781 4.780817 12.439507 -0.1 0.0 0.0 0.0989
C -0.432162 -0.976133 -2.015237 0.7 2.9 -3.5 -0.1668
H -4.606144 -0.030177 -8.753215 0.0 0.1 -0.2 0.1075
O 3.268031 -3.669773 4.164864 0.1 4.1 -0.1 0.0008
H -4.768302 -3.515678 -3.010991 0.0 0.0 0.2 0.1082
H 3.734903 -1.850548 -0.570769 -0.8 -1.2 0.0 0.1405
```
Forces are in eV/Å.

Calculated values
- Kohn-Sham gap: 6.3052 eV
- Total charge: +1
- F_max: 0.1036 hartree/bohr

The following is a quantum chemistry calculation of C19H33Cl6MgO14S as an isolated structure in a non-equilibrium geometry, from the Open Molecules 2025 dataset.

```
74
Properties=species:S:1:pos:R:3:forces:R:3:lowdin_charge:R:1
Cl 22.489262 -3.828811 6.487937 -0.1 0.1 0.1 0.5223
H 21.313071 -5.853275 6.699544 -0.3 0.2 -0.3 0.0159
H 22.539144 -5.998615 5.522300 0.0 0.2 -0.3 0.0734
H 16.732532 -6.719356 9.892856 0.2 -0.1 0.0 0.0284
H 15.235445 -7.429139 10.556703 0.0 0.1 0.1 0.0652
Cl 21.500337 -4.195965 3.397695 -0.5 0.1 0.0 0.5348
H 20.345164 -6.001879 4.391555 0.5 -0.2 -0.1 0.0582
C 20.728359 -5.048943 4.761813 0.0 -1.0 0.4 -0.6428
O 14.422637 -2.425017 7.276938 0.0 0.6 0.4 0.0851
O 21.724900 -8.297761 5.883493 0.8 2.5 1.0 -0.4041
C 22.056684 -6.713428 9.135610 0.6 -0.5 -0.7 -0.6555
C 19.456479 -11.153394 10.840647 0.3 0.6 0.2 -0.0751
O 20.444818 -10.103528 7.780079 0.0 0.1 0.5 0.1419
C 18.186361 -7.246987 1.185869 0.2 -0.6 0.4 -0.0715
O 21.324054 -10.410043 5.202022 0.0 -1.9 -0.8 -0.4119
C 20.554530 -6.649371 8.930813 0.9 -0.1 1.2 -0.5912
H 20.297047 -5.756319 8.371931 -0.1 -0.2 -0.1 0.0465
C 18.074840 -6.897214 6.961701 0.6 -0.9 0.6 -0.2782
H 18.398992 -6.197429 0.985975 -0.3 0.1 0.0 0.1349
H 15.518657 -5.898056 1.456519 0.6 0.0 -0.4 0.0852
C 18.772162 -8.106728 3.226128 0.8 -0.5 -1.3 -0.5279
O 12.253987 -2.448573 6.630277 0.1 0.3 0.2 0.1584
O 19.228844 -7.757775 2.008651 0.4 0.3 0.2 0.0906
Cl 19.679478 -6.489436 10.508105 -0.1 0.2 -0.3 0.5748
C 16.166803 -8.668934 9.069827 0.5 0.5 -0.1 -0.6710
H 19.399707 -12.129788 11.317246 0.1 -0.1 -0.4 0.1358
H 22.519568 -6.634077 8.147908 -0.1 0.2 0.1 0.0622
H 18.576525 -10.578844 11.127304 0.0 0.1 0.0 0.0756
C 16.052903 -6.326489 2.304993 -1.2 -0.5 0.6 -0.0280
H 15.208944 -6.631079 2.935641 0.2 -0.3 0.1 0.0822
H 16.539395 -5.556264 2.901986 0.4 0.0 -0.4 0.0855
C 15.864284 -3.687773 8.710769 -0.2 -0.3 -0.2 -0.0090
C 16.242715 -7.638237 10.201063 -0.6 -1.1 0.0 -0.6187
H 17.426221 -7.001436 7.851804 -0.2 0.4 -0.1 0.0265
H 18.689290 -6.006150 7.164020 -0.3 0.4 -0.3 0.0553
O 18.892557 -8.000885 6.866702 -0.7 -0.3 -0.2 -0.3707
O 19.493605 -8.551537 4.055302 -0.4 0.0 0.6 0.1525
H 21.548464 -11.121864 11.394091 0.2 0.1 -0.4 0.1541
C 15.511761 -3.360244 7.268386 -0.2 -0.2 0.5 -0.2871
O 21.060882 -9.738577 9.909997 -0.1 -0.3 -0.4 0.1069
H 19.860423 -8.620906 11.957415 0.3 -0.1 -0.3 -0.0130
H 17.395743 -6.730897 6.111098 0.1 0.1 -0.3 0.0651
H 18.211714 -7.831049 0.267028 -0.1 0.2 -0.1 0.1315
C 20.647082 -9.332019 12.217339 -0.1 0.1 -0.4 -0.0414
C 21.747568 -5.330602 5.850507 0.0 -0.3 0.0 -0.6573
H 20.219105 -7.582921 8.487536 -0.2 0.4 -0.4 0.0432
O 19.488432 -11.231007 9.415141 -0.3 -0.4 0.2 0.0974
H 14.714217 -5.455136 7.083433 0.4 0.1 0.3 0.1306
Cl 15.546475 -10.258199 9.569347 -0.3 0.0 0.1 0.5435
H 17.149499 -8.862704 8.641601 0.0 0.1 -0.1 0.0472
O 13.660489 -4.085196 6.055760 0.0 -0.2 -0.4 0.0577
H 15.507437 -8.289628 8.290826 0.0 -0.1 0.0 0.0699
O 23.615870 -9.886051 5.795289 -0.4 0.7 -0.1 -0.3574
Mg 20.088906 -9.270106 6.009036 -1.4 1.4 0.3 0.6040
Cl 17.115705 -8.357355 11.584877 0.0 0.3 0.2 0.5584
H 15.625965 -4.808306 5.698292 -0.5 -0.2 -0.4 0.1190
S 22.423169 -9.371013 5.123189 1.2 -2.0 -0.3 0.2715
H 16.359242 -8.337336 1.538354 -0.1 -0.2 0.3 0.1498
H 20.358481 -9.677520 13.209965 0.4 -0.5 0.0 0.0882
O 22.628909 -8.996125 3.746815 0.4 0.5 -0.5 -0.3396
C 16.925696 -7.547376 2.025661 0.0 1.6 -0.4 -0.2830
H 16.253928 -2.872397 9.315858 0.2 0.2 -0.4 0.0880
C 14.929168 -4.560708 6.497576 0.1 0.2 0.3 -0.0913
H 16.316571 -2.915212 6.685233 0.1 0.1 0.2 0.1535
Cl 22.734870 -5.452094 10.173370 0.1 0.5 0.2 0.5339
C 13.343933 -2.920771 6.675779 -0.1 -0.6 -0.7 -0.5798
H 16.564945 -4.525391 8.712053 0.1 0.1 0.1 0.0736
C 20.335471 -10.312396 8.947630 0.1 -0.6 -0.4 -0.5074
H 14.936128 -3.998636 9.196669 0.1 -0.2 0.0 0.0955
C 20.768578 -10.402285 11.135509 -1.0 0.0 1.7 -0.2899
O 17.452709 -7.984365 3.282048 -0.8 -0.2 0.3 0.1070
H 19.819554 -4.578818 5.138512 0.4 0.8 -0.1 0.0683
H 22.494591 -7.638491 9.506738 -0.8 -0.2 0.2 0.0641
H 21.603162 -8.808843 12.218387 -0.1 0.2 0.4 0.0898
```
Forces are in eV/Å.

Calculated values
- Kohn-Sham gap: 6.9904 eV
- Total charge: -1
- F_max: 0.0542 hartree/bohr

The following is a quantum chemistry calculation of a 2-piece molecular cluster, C6H12O overall in a non-equilibrium geometry, from the Open Molecules 2025 dataset.

```
19
Properties=species:S:1:pos:R:3:forces:R:3:lowdin_charge:R:1
C 1.001025 -0.390277 0.036959 -1.0 0.1 0.7 -0.2234
C -0.067291 1.522576 -1.057204 0.1 0.0 -0.1 -0.2472
C -1.331869 -0.680718 -0.715491 -0.2 -0.1 -0.1 -0.2307
O 0.911385 2.252040 -1.125722 -0.4 -0.2 0.0 0.0048
H 0.164638 1.118832 1.472868 0.1 0.3 0.6 0.0844
H 2.363035 1.337524 0.117348 -0.2 -0.4 -0.1 0.0659
H 2.223575 -0.274230 -0.846084 2.3 1.1 0.8 0.1711
H -1.174675 -1.770362 1.170916 -0.1 0.1 -0.1 0.0670
H -2.226189 -0.351897 1.244361 0.0 -0.1 -0.1 0.0758
H -2.088102 -0.085806 -1.239986 0.0 -0.1 0.0 0.1030
C -1.913278 -1.187084 0.607440 -0.1 0.0 0.1 -0.1041
C 2.280670 0.258772 0.238304 0.4 -0.7 -1.6 -0.0763
H 2.994660 -0.175283 0.949953 -0.4 -0.2 -0.5 0.0905
H -1.042687 1.886637 -1.443202 0.0 0.0 0.0 0.1212
H 0.855142 1.191595 1.746185 -0.3 0.4 0.5 0.0861
H 1.023739 -1.440905 0.318264 -0.4 0.0 0.0 0.1334
C -0.093586 0.154784 -0.544934 0.1 -0.2 -0.2 -0.3027
H -1.099658 -1.533495 -1.365396 -0.2 0.1 0.0 0.1118
H -2.780541 -1.832694 0.435427 0.1 0.1 0.0 0.0696
```
Forces are in eV/Å.

Calculated values
- Kohn-Sham gap: 9.2514 eV
- SMILES string: C/C=C(\C=O)CC.[H][H]
- Relative energy (zero: lowest compared OMol25 entry of this formula, charge and spin): 84.4 kcal/mol
- Total charge: 0
- F_max: 0.0522 hartree/bohr